Entry 1:
{
  "formula": "C12H11NO",
  "method": "wB97M-V/def2-TZVPD",
  "mol_weight_g_mol": 185.23,
  "e_lumo_ev": 0.491,
  "fmax_ev_per_a": 4.3,
  "homo_energy_ha": -0.289,
  "gap_ev": 8.345,
  "de_lowest_ev": 4.862,
  "species": ["C", "C", "C", "C", "C", "C", "C", "C", "C", "C", "C", "C", "N", "O", "H", "H", "H", "H", "H", "H", "H", "H", "H", "H", "H"],
  "xyz": [[1.07267, -0.07386, -0.63712], [0.69722, -1.31046, -0.40706], [-2.77540, 0.70245, -0.29147], [-2.36460, -1.03131, 0.99023], [-1.47503, 0.86989, 0.08222], [-1.18530, -0.33491, 0.76809], [-0.76250, 2.10708, -0.08761], [0.57372, 2.23929, -0.22662], [0.18855, -0.80651, 0.97265], [1.41489, 1.06865, 0.01547], [0.69485, -2.53758, -1.18901], [2.55944, 0.98254, 0.96706], [-3.41732, -0.35867, 0.36954], [0.77342, -0.95655, 1.97429], [-3.34175, 1.44246, -0.83522], [-2.38427, -2.03374, 1.34336], [-1.43250, 2.95707, 0.00588], [0.94147, 3.26546, -0.12659], [0.29483, -2.29648, -2.24156], [-0.07655, -3.30674, -0.91897], [1.62971, -3.16124, -1.20225], [3.01252, 0.04045, 0.73907], [2.00705, 0.77935, 1.91908], [3.14572, 1.88043, 1.03709], [-4.17592, -0.75506, -0.21475]],
  "forces_ev_per_angstrom": [[1.36, 0.08, 0.59], [0.51, 2.17, 0.38], [-1.46, 1.36, 0.79], [1.26, 0.18, -0.88], [-1.60, -0.89, -0.55], [-0.84, 0.01, 1.18], [0.59, 0.13, -0.40], [-0.81, 0.75, 1.76], [-2.59, -2.34, -2.50], [-0.30, -0.40, -2.59], [-1.42, -2.26, -1.97], [-1.91, -0.09, 0.45], [1.26, 0.68, -2.08], [1.95, -0.53, 3.37], [-0.34, -0.11, -0.02], [-0.56, -0.45, 0.37], [0.38, 0.27, -0.47], [0.33, -0.42, -0.31], [1.29, -0.25, 1.25], [0.44, 0.86, 0.53], [-0.56, 1.10, -0.17], [1.13, -0.08, 0.09], [0.66, 0.39, -0.11], [0.53, 0.09, -0.02], [0.70, -0.24, 1.32]],
  "lowdin_charge": [0.076, -0.163, -0.077, -0.040, -0.199, -0.107, -0.030, -0.031, -0.414, -0.275, -0.055, -0.014, 0.038, 0.119, 0.118, 0.112, 0.115, 0.111, 0.111, 0.082, 0.093, 0.086, 0.102, 0.083, 0.159]
}



Entry 2:
{
  "formula": "C12H12",
  "method": "wB97M-V/def2-TZVPD",
  "mol_weight_g_mol": 156.23,
  "e_lumo_ev": 0.879,
  "fmax_ev_per_a": 4.3,
  "homo_energy_ha": -0.321,
  "gap_ev": 9.621,
  "de_lowest_ev": 5.660,
  "species": ["C", "C", "C", "C", "C", "C", "C", "C", "C", "C", "C", "C", "H", "H", "H", "H", "H", "H", "H", "H", "H", "H", "H", "H"],
  "xyz": [[0.13458, -1.89794, -2.80899], [-0.89548, -1.02468, -3.13443], [0.83199, -1.77883, -1.65558], [-1.24558, -0.03974, -2.24958], [0.41686, -0.87378, -0.69548], [-0.62478, 0.00561, -0.98944], [-2.03467, 1.64814, 1.78072], [-1.47157, 2.82803, 2.29583], [1.25946, -0.73193, 0.59615], [0.59032, -0.33618, 1.87334], [0.68442, 1.23804, 2.14088], [-0.64006, 1.80423, 2.11664], [0.35065, -2.50684, -3.64050], [-1.43947, -1.06360, -4.03501], [1.81709, -2.30789, -1.45717], [-2.23571, 0.45038, -2.30105], [-0.90607, 0.86822, -0.50927], [-1.59178, 3.91191, 2.51877], [1.90575, -1.71221, 0.70830], [2.10523, -0.05020, 0.21365], [-0.37445, -0.61093, 1.79563], [0.91711, -0.82832, 2.74253], [1.05894, 1.29055, 3.22900], [1.38723, 1.71797, 1.46503]],
  "forces_ev_per_angstrom": [[-0.77, 0.89, -1.83], [-0.02, 0.43, 1.07], [1.81, -0.77, 1.10], [-1.30, -0.79, 1.55], [0.15, 1.14, 1.52], [0.79, -1.28, -2.39], [0.78, 0.04, 0.39], [0.18, 1.06, -0.14], [3.18, -1.74, -2.23], [2.48, 2.88, -0.74], [0.49, -2.62, 2.06], [-1.73, 1.21, -0.33], [0.92, -1.28, -0.37], [-0.35, -0.49, -1.10], [-1.57, 0.25, -0.35], [0.97, 0.37, -0.57], [-0.44, 1.35, 2.28], [-0.02, -1.13, -0.05], [-1.56, 1.52, -0.06], [-1.09, -0.37, 1.13], [-3.61, -0.62, -0.28], [1.06, -0.79, 0.87], [-0.30, 0.53, -1.63], [-0.04, 0.19, 0.09]],
  "lowdin_charge": [-0.097, -0.100, -0.070, -0.079, -0.216, -0.028, 0.076, -0.038, -0.166, -0.177, -0.119, -0.277, 0.090, 0.088, 0.135, 0.118, 0.058, 0.108, 0.136, 0.134, 0.065, 0.092, 0.147, 0.118]
}